{"formula": "C46H100F3N4NiO12", "method": "ωB97M-V/def2-TZVPD", "symbols": ["Ni", "C", "O", "O", "C", "F", "F", "F", "C", "C", "H", "H", "H", "H", "H", "H", "C", "C", "C", "C", "C", "C", "N", "O", "C", "C", "C", "H", "H", "H", "H", "H", "H", "H", "H", "H", "H", "H", "H", "H", "H", "H", "H", "H", "H", "H", "C", "C", "C", "C", "C", "C", "N", "O", "C", "C", "C", "H", "H", "H", "H", "H", "H", "H", "H", "H", "H", "H", "H", "H", "H", "H", "H", "H", "H", "H", "C", "C", "C", "C", "C", "C", "N", "O", "C", "C", "C", "H", "H", "H", "H", "H", "H", "H", "H", "H", "H", "H", "H", "H", "H", "H", "H", "H", "H", "H", "C", "C", "C", "C", "C", "C", "N", "O", "C", "C", "C", "H", "H", "H", "H", "H", "H", "H", "H", "H", "H", "H", "H", "H", "H", "H", "H", "H", "H", "H", "C", "C", "O", "O", "H", "H", "H", "H", "H", "H", "C", "C", "O", "O", "H", "H", "H", "H", "H", "H", "C", "C", "O", "O", "H", "H", "H", "H", "H", "H"], "coordinates": [[-15.033, -8.889, 7.052], [-17.440, -3.912, 6.614], [-18.023, -4.344, 5.383], [-16.734, -5.064, 7.100], [-16.726, -2.577, 6.377], [-16.175, -2.513, 5.125], [-17.405, -1.398, 6.419], [-15.817, -2.359, 7.284], [-18.860, -3.588, 4.614], [-20.238, -4.340, 4.636], [-20.860, -3.864, 3.878], [-20.316, -5.342, 4.213], [-20.723, -4.449, 5.606], [-18.499, -3.627, 3.586], [-19.063, -2.587, 4.994], [-18.216, -3.743, 7.360], [-31.026, -1.798, 7.123], [-29.699, -1.648, 6.389], [-28.931, -0.659, 7.225], [-28.281, -1.291, 8.535], [-27.540, -2.581, 8.193], [-28.327, -3.591, 7.320], [-28.989, -2.944, 6.217], [-29.692, -3.797, 5.334], [-27.190, -4.505, 6.700], [-29.249, -4.477, 8.220], [-29.935, -1.068, 4.957], [-31.108, -2.799, 7.548], [-31.840, -1.702, 6.405], [-31.289, -1.110, 7.926], [-28.048, -0.355, 6.662], [-29.439, 0.294, 7.372], [-29.049, -1.617, 9.236], [-27.591, -0.630, 9.061], [-27.326, -2.949, 9.197], [-26.656, -2.198, 7.683], [-26.446, -3.981, 6.100], [-26.725, -4.949, 7.580], [-27.715, -5.244, 6.093], [-29.626, -3.814, 8.999], [-30.132, -4.981, 7.829], [-28.587, -5.120, 8.802], [-28.988, -1.173, 4.427], [-30.163, -0.027, 4.732], [-30.729, -1.598, 4.430], [-30.278, -4.255, 5.941], [-8.591, 4.071, 10.728], [-9.735, 4.004, 11.742], [-10.752, 3.211, 11.037], [-11.919, 2.728, 11.974], [-11.262, 1.854, 13.020], [-10.132, 2.595, 13.930], [-9.240, 3.321, 12.953], [-8.135, 3.892, 13.536], [-10.748, 3.515, 15.085], [-9.235, 1.539, 14.676], [-10.278, 5.406, 12.071], [-7.933, 4.811, 11.183], [-8.792, 4.381, 9.702], [-8.079, 3.122, 10.568], [-11.254, 3.794, 10.264], [-10.238, 2.501, 10.389], [-12.460, 2.087, 11.277], [-12.448, 3.562, 12.434], [-10.690, 1.035, 12.585], [-11.953, 1.425, 13.746], [-11.492, 4.054, 14.498], [-11.277, 2.932, 15.838], [-9.947, 4.122, 15.506], [-8.894, 0.846, 13.907], [-8.379, 2.005, 15.163], [-9.703, 0.921, 15.442], [-9.673, 5.917, 12.820], [-11.304, 5.433, 12.440], [-10.259, 6.079, 11.214], [-7.413, 3.277, 13.385], [-21.096, -8.455, -5.107], [-21.205, -8.197, -3.602], [-20.450, -6.767, -3.312], [-21.395, -5.643, -3.751], [-22.756, -5.645, -2.970], [-23.534, -7.011, -3.234], [-22.597, -8.177, -2.939], [-23.280, -9.348, -3.253], [-24.725, -7.092, -2.255], [-24.018, -6.894, -4.678], [-20.341, -9.166, -2.726], [-21.439, -7.609, -5.703], [-21.813, -9.185, -5.483], [-20.044, -8.459, -5.391], [-20.081, -6.526, -2.315], [-19.611, -6.565, -3.978], [-21.565, -5.804, -4.815], [-20.934, -4.681, -3.526], [-23.452, -4.864, -3.274], [-22.630, -5.513, -1.895], [-24.555, -7.469, -1.246], [-25.207, -6.123, -2.127], [-25.362, -7.777, -2.814], [-23.312, -6.812, -5.504], [-24.618, -7.782, -4.875], [-24.789, -6.130, -4.783], [-20.085, -8.766, -1.745], [-19.417, -9.013, -3.283], [-20.572, -10.232, -2.732], [-23.409, -9.324, -4.204], [-23.999, 4.738, -2.129], [-22.678, 4.429, -1.433], [-22.249, 5.739, -0.680], [-22.835, 5.994, 0.788], [-22.819, 4.728, 1.598], [-23.268, 3.452, 0.880], [-22.619, 3.307, -0.417], [-22.924, 2.080, -0.913], [-22.795, 2.333, 1.789], [-24.822, 3.499, 0.793], [-21.653, 4.236, -2.574], [-23.812, 5.613, -2.751], [-24.836, 4.897, -1.450], [-24.234, 4.062, -2.952], [-21.173, 5.687, -0.512], [-22.480, 6.699, -1.144], [-23.895, 6.244, 0.732], [-22.435, 6.835, 1.354], [-23.379, 4.787, 2.532], [-21.781, 4.669, 1.925], [-23.540, 1.538, 1.751], [-21.834, 1.944, 1.453], [-22.704, 2.623, 2.836], [-25.194, 4.478, 0.490], [-25.206, 2.871, -0.011], [-25.328, 3.268, 1.731], [-20.688, 3.898, -2.194], [-21.358, 5.197, -2.994], [-22.007, 3.556, -3.349], [-22.271, 1.584, -0.414], [-13.492, -7.186, 3.605], [-12.108, -7.600, 4.382], [-12.339, -7.455, 5.798], [-14.702, -7.806, 3.948], [-13.299, -7.346, 2.544], [-13.664, -6.145, 3.879], [-11.228, -7.022, 4.099], [-11.970, -8.662, 4.180], [-11.788, -6.724, 6.087], [-15.303, -7.366, 3.342], [-13.182, -6.468, 13.558], [-14.684, -6.203, 13.470], [-14.973, -4.890, 13.011], [-12.511, -5.642, 14.410], [-12.879, -6.175, 12.553], [-12.963, -7.519, 13.747], [-15.151, -6.293, 14.451], [-15.187, -6.957, 12.865], [-15.037, -4.887, 12.053], [-12.810, -4.738, 14.290], [-18.406, -0.898, 14.425], [-18.412, -0.619, 12.957], [-19.815, -0.272, 12.686], [-17.090, -1.211, 14.912], [-18.993, -1.770, 14.713], [-18.553, -0.040, 15.081], [-17.874, -1.312, 12.311], [-17.844, 0.310, 12.900], [-19.974, -0.256, 11.740], [-16.872, -2.034, 14.468]], "total_charge": 1, "homo_ev": [-7.83, -7.77], "multiplicity": 3, "homo_lumo_gap_ha": [0.12290, 0.03517]}

---

{"formula": "C36H51N7O4S2", "method": "ωB97M-V/def2-TZVPD", "symbols": ["O", "S", "O", "C", "C", "C", "C", "H", "H", "H", "H", "H", "H", "H", "H", "O", "S", "O", "C", "C", "C", "C", "H", "H", "H", "H", "H", "H", "H", "H", "C", "C", "C", "N", "C", "H", "H", "H", "H", "H", "C", "C", "C", "N", "C", "H", "H", "H", "H", "H", "C", "C", "C", "N", "C", "H", "H", "H", "H", "H", "C", "C", "C", "N", "C", "H", "H", "H", "H", "H", "C", "C", "C", "N", "C", "H", "H", "H", "H", "H", "C", "C", "C", "N", "C", "H", "H", "H", "H", "H", "C", "C", "C", "N", "C", "H", "H", "H", "H", "H"], "coordinates": [[1.933, -0.718, -3.575], [1.508, 0.650, -3.494], [0.233, 0.977, -2.878], [2.791, 1.679, -2.637], [3.721, 2.293, -3.743], [2.708, 2.644, -4.832], [1.681, 1.545, -5.108], [3.150, 1.216, -1.718], [2.156, 2.496, -2.295], [4.106, 3.213, -3.303], [4.512, 1.721, -4.229], [3.094, 2.873, -5.826], [2.008, 3.459, -4.648], [2.161, 0.828, -5.775], [0.691, 1.854, -5.444], [-5.056, -0.734, -5.340], [-4.915, 0.083, -4.184], [-5.468, 1.440, -4.187], [-5.335, -0.871, -2.687], [-4.099, -1.588, -2.279], [-2.801, -0.893, -2.796], [-3.134, 0.332, -3.702], [-6.259, -1.447, -2.730], [-5.413, -0.153, -1.870], [-4.063, -1.700, -1.196], [-4.248, -2.616, -2.608], [-2.077, -1.485, -3.357], [-2.191, -0.644, -1.928], [-2.573, 0.405, -4.634], [-3.012, 1.241, -3.113], [3.101, -4.575, -1.717], [1.860, -4.647, -2.391], [1.202, -3.482, -2.154], [2.123, -2.593, -1.587], [3.308, -3.236, -1.273], [3.776, -5.403, -1.555], [1.374, -5.537, -2.761], [0.360, -2.924, -2.537], [1.964, -1.606, -1.437], [4.141, -2.885, -0.683], [-5.761, 0.572, 1.179], [-4.494, 0.912, 0.739], [-3.801, -0.206, 1.082], [-4.526, -1.097, 1.725], [-5.777, -0.579, 1.811], [-6.665, 1.152, 1.074], [-4.155, 1.832, 0.287], [-2.735, -0.379, 1.095], [-4.204, -1.946, 2.167], [-6.494, -1.234, 2.283], [1.089, 4.110, -0.433], [1.555, 5.137, 0.421], [1.228, 6.356, -0.059], [0.622, 6.115, -1.288], [0.357, 4.726, -1.416], [1.075, 3.047, -0.245], [2.100, 4.942, 1.333], [1.392, 7.368, 0.281], [0.057, 6.766, -1.816], [-0.226, 4.276, -2.207], [-1.279, -1.428, 5.646], [-2.274, -2.201, 4.931], [-1.923, -1.906, 3.615], [-0.936, -0.975, 3.478], [-0.478, -0.717, 4.775], [-1.230, -1.426, 6.725], [-2.977, -2.932, 5.304], [-2.383, -2.266, 2.706], [-0.560, -0.748, 2.569], [0.358, -0.035, 4.830], [3.964, 5.272, 3.587], [2.734, 4.698, 4.174], [2.715, 3.365, 3.726], [3.802, 3.093, 2.976], [4.653, 4.239, 2.947], [4.357, 6.278, 3.562], [1.965, 5.409, 4.438], [1.899, 2.678, 3.892], [4.100, 2.215, 2.575], [5.666, 4.265, 2.572], [2.009, -0.359, 1.847], [1.640, 0.663, 1.044], [0.683, 0.129, 0.109], [0.356, -1.197, 0.479], [1.359, -1.548, 1.442], [2.730, -0.395, 2.651], [1.984, 1.670, 1.228], [0.018, 0.600, -0.600], [-0.339, -1.778, 0.032], [1.466, -2.545, 1.841], [-0.076, -5.026, 3.509], [0.921, -5.986, 3.772], [1.519, -6.308, 2.549], [0.933, -5.613, 1.534], [-0.035, -4.807, 2.165], [-0.731, -4.501, 4.188], [1.058, -6.306, 4.794], [2.290, -6.997, 2.239], [1.199, -5.473, 0.570], [-0.818, -4.179, 1.769]], "homo_ev": -8.15, "smiles": "O=S1(=O)CCCC1.O=S1(=O)CCCC1.c1cc[nH]c1.c1cc[nH]c1.c1cc[nH]c1.c1cc[nH]c1.c1cc[nH]c1.c1cc[nH]c1.c1cc[nH]c1", "relative_energy_kj_mol": 0.00, "homo_lumo_gap_ha": 0.30845}

---

| no. | energy (eV) |
| --- | --- |
| 1 | -129023.3131 |
| 2 | -78443.9699 |